Record 1
The following is a quantum chemistry calculation of a structure of composition C20H22F2N5O2Se2V, from the Open Molecules 2025 dataset.

Geometry as XYZ:
```
54
C20H22F2N5O2Se2V, DFT wB97M-V/def2-TZVPD
Se -0.66 -0.02 -1.84
Se 2.05 -1.63 0.36
V 0.67 0.36 0.34
F 0.73 0.86 3.36
F 2.78 0.57 2.58
O 2.50 -0.38 -2.64
O 2.08 -4.60 -3.32
N -1.86 1.91 1.01
N -0.64 1.98 0.40
N -2.13 -1.54 3.07
N -1.02 -0.22 1.52
N 1.79 1.96 -0.52
C 1.55 1.09 2.23
C -5.25 1.18 3.45
C 0.94 -3.75 -3.28
C 3.01 4.22 -1.53
C 1.11 -2.44 -2.47
C -4.20 1.45 2.60
C 1.52 -2.88 -1.07
C -1.10 -1.28 2.25
C 2.15 -1.62 -3.24
C -2.00 0.77 1.60
C -0.29 -1.81 -2.54
C -3.19 -0.65 3.21
C -5.28 -0.01 4.18
C 3.71 3.03 -1.42
C 1.69 4.27 -1.13
C 1.10 3.11 -0.64
C -3.15 0.53 2.47
C -4.25 -0.93 4.06
C -0.27 3.08 -0.14
C 3.06 1.91 -0.90
H 2.27 0.33 -3.25
H 3.07 -2.20 -3.34
H 4.75 2.95 -1.71
H 0.62 -3.51 -4.30
H -4.26 -1.85 4.63
H 1.11 5.18 -1.20
H -0.59 -1.76 -3.59
H 3.50 5.10 -1.92
H 0.16 -4.35 -2.82
H 1.75 -1.45 -4.24
H -6.06 1.89 3.55
H -0.92 3.95 -0.17
H -4.16 2.36 2.02
H -6.10 -0.21 4.84
H -2.11 -2.38 3.62
H -0.29 -1.99 2.20
H 2.38 -3.54 -1.16
H 0.71 -3.49 -0.67
H 2.76 -4.19 -3.86
H 1.69 2.19 2.24
H 3.55 0.95 -0.78
H -0.98 -2.50 -2.05
```

Output
- lowest unoccupied orbital energy (spin up / spin down) (eV) = -1.0 / -1.0
- calculated total energy (eV) = -194457.913
- HOMO level (spin up / spin down) (Eh) = -0.2428 / -0.2538
- ΔE to the lowest compared entry with this formula, charge and spin (eV) = 0.000
- multiplicity = 3
- F_max (hartree/bohr) = 0.0094

The natural (NBO) scheme yields these atomic charges, measured in e: Se -0.29; Se -0.14; V 0.88; F -0.41; F -0.38; O -0.72; O -0.72; N -0.32; N -0.30; N -0.52; N -0.56; N -0.48; C 0.16; C -0.22; C -0.04; C -0.15; C -0.15; C -0.15; C -0.55; C 0.38; C -0.05; C 0.43; C -0.54; C 0.15; C -0.17; C -0.24; C -0.22; C 0.16; C -0.07; C -0.23; C 0.08; C 0.10; H 0.48; H 0.16; H 0.23; H 0.16; H 0.22; H 0.23; H 0.21; H 0.23; H 0.18; H 0.17; H 0.22; H 0.21; H 0.25; H 0.22; H 0.42; H 0.25; H 0.23; H 0.20; H 0.46; H 0.08; H 0.25; H 0.20

Record 2
The following is a quantum chemistry calculation of a structure of composition C20H22F5N3O6PtS2SbSe4, from the Open Molecules 2025 dataset.

Geometry as XYZ:
```
64
C20H22F5N3O6PtS2SbSe4, DFT wB97M-V/def2-TZVPD
Pt -0.82 -0.90 0.75
Sb -0.82 -3.14 3.22
Se 0.09 -2.76 5.41
Se 0.84 -4.12 1.64
Se -2.40 -5.08 3.08
Se -2.32 -1.20 2.61
S -1.00 4.70 -3.63
S 0.24 -2.54 -0.70
F -4.21 -5.13 -1.24
F 0.91 -4.40 -2.83
F -0.57 -6.31 -3.97
F -2.77 -3.23 -0.09
F -3.14 -6.70 -3.18
O -0.38 4.21 -4.85
O 0.80 0.37 -0.31
O 1.10 -0.91 2.20
O -2.24 5.43 -3.80
O -0.08 1.60 1.97
O -0.06 5.35 -2.71
N 1.87 2.19 -1.07
N -2.50 -0.28 -0.64
N 2.43 -0.22 3.88
C 2.74 0.72 4.94
C 1.11 1.56 -0.17
C -2.52 2.15 -0.86
C -2.20 0.90 -1.38
C 0.62 1.25 3.14
C -2.17 -3.96 -1.04
C -1.10 -5.54 -3.01
C -1.17 1.95 -3.27
C -2.94 -4.95 -1.62
C -1.48 3.21 -2.76
C -0.35 -4.55 -2.41
C 1.41 -0.04 3.02
C 3.19 -1.47 3.85
C -1.53 0.80 -2.59
C 2.24 3.60 -1.00
C -0.85 -3.72 -1.41
C 0.61 2.37 1.02
C 2.22 1.54 -2.32
C -2.16 3.30 -1.55
C -2.41 -5.75 -2.61
H 3.40 0.22 5.64
H 2.87 -2.06 2.99
H 3.28 3.69 -1.33
H -3.04 2.22 0.09
H 1.60 4.20 -1.66
H 3.31 1.56 -2.44
H -3.29 -0.17 -0.01
H 2.17 3.99 0.01
H 3.25 1.61 4.57
H -0.08 3.12 0.63
H -2.67 -1.09 -1.23
H 1.87 0.51 -2.31
H -0.12 1.09 3.93
H -0.66 1.90 -4.23
H 1.85 1.02 5.49
H -1.26 -0.18 -2.97
H 1.27 2.08 3.44
H 4.25 -1.24 3.77
H -2.42 4.27 -1.17
H 1.76 2.07 -3.15
H 1.44 2.90 1.49
H 2.99 -2.05 4.75
```

Output
- lowest unoccupied orbital energy (spin up / spin down) (eV) = 1.2 / -0.2
- calculated total energy (eV) = -344281.297
- HOMO level (spin up / spin down) (Eh) = -0.1990 / -0.2108
- ΔE to the lowest compared entry with this formula, charge and spin (eV) = 0.000
- multiplicity = 5
- total charge = -1
- F_max (hartree/bohr) = 0.0214

The natural (NBO) scheme yields these atomic charges, measured in e: Pt 0.92; Sb 0.97; Se -0.72; Se -0.33; Se -0.21; Se -0.59; S 2.42; S -0.04; F -0.29; F -0.29; F -0.29; F -0.30; F -0.29; O -1.02; O -0.70; O -0.68; O -1.01; O -0.52; O -1.04; N -0.39; N -0.82; N -0.41; C -0.41; C 0.68; C -0.30; C 0.21; C -0.16; C 0.31; C 0.26; C -0.18; C 0.31; C -0.33; C 0.33; C 0.69; C -0.43; C -0.28; C -0.43; C -0.30; C -0.16; C -0.42; C -0.17; C 0.26; H 0.22; H 0.26; H 0.20; H 0.21; H 0.27; H 0.19; H 0.40; H 0.20; H 0.19; H 0.24; H 0.40; H 0.24; H 0.24; H 0.25; H 0.21; H 0.21; H 0.18; H 0.19; H 0.24; H 0.22; H 0.19; H 0.22

Record 3
The following is a quantum chemistry calculation of a cluster of 2 separate species, C20H22FN3O7 in total, from the Open Molecules 2025 dataset.

Geometry as XYZ:
```
53
C20H22FN3O7, DFT wB97M-V/def2-TZVPD
F 2.53 3.56 3.18
O -3.22 2.45 2.22
O -2.14 1.17 0.68
O 5.96 -0.99 -4.63
O 7.75 0.16 -3.89
O -1.67 -3.37 2.30
O -4.54 0.24 2.64
O -0.74 3.36 -0.39
N -3.56 -1.49 1.67
N 3.31 1.05 -2.24
N -2.17 -4.76 0.62
C -4.63 -0.74 1.92
C -3.44 -2.66 0.80
C -2.41 2.27 1.15
C -3.14 -2.18 -0.63
C 3.78 1.82 -1.24
C -2.34 -3.63 1.31
C 0.88 3.48 1.48
C 5.55 0.58 -2.98
C 1.47 2.64 -0.70
C 6.43 -0.14 -3.90
C 2.80 2.42 -0.30
C -1.19 -5.79 0.94
C 3.14 2.74 1.03
C -5.97 -1.10 1.31
C 4.17 0.44 -3.08
C 2.19 3.26 1.91
C 6.06 1.41 -1.97
C -1.89 3.55 0.48
C 5.16 2.02 -1.10
C 0.51 3.17 0.16
H 1.17 2.39 -1.72
H 4.14 2.57 1.42
H -2.75 -4.90 -0.20
H -4.38 -3.21 0.80
H 5.54 2.66 -0.31
H -5.89 -1.09 0.22
H -1.10 -6.50 0.12
H 0.18 3.88 2.19
H -6.71 -0.37 1.62
H 7.13 1.56 -1.85
H -1.68 4.30 1.25
H -6.27 -2.09 1.65
H -0.21 -5.33 1.11
H -3.91 -1.48 -0.96
H -3.12 -3.02 -1.32
H -1.49 -6.32 1.85
H -2.71 -1.20 2.13
H -2.18 -1.67 -0.65
H -2.70 3.95 -0.13
H -3.61 1.57 2.45
H 8.14 -0.42 -4.55
H 3.74 -0.19 -3.86
```

Output
- lowest unoccupied orbital energy (eV) = -0.2
- calculated total energy (eV) = -42619.067
- HOMO level (Eh) = -0.3215
- multiplicity = 1
- F_max (hartree/bohr) = 0.0403

The natural (NBO) scheme yields these atomic charges, measured in e: F -0.32; O -0.70; O -0.61; O -0.59; O -0.67; O -0.62; O -0.69; O -0.48; N -0.58; N -0.42; N -0.61; C 0.71; C -0.13; C 0.76; C -0.60; C 0.19; C 0.66; C -0.36; C -0.24; C -0.26; C 0.77; C 0.04; C -0.41; C -0.32; C -0.71; C 0.10; C 0.42; C -0.12; C -0.17; C -0.24; C 0.33; H 0.25; H 0.22; H 0.39; H 0.21; H 0.22; H 0.23; H 0.21; H 0.23; H 0.25; H 0.23; H 0.20; H 0.23; H 0.22; H 0.22; H 0.20; H 0.21; H 0.44; H 0.24; H 0.23; H 0.53; H 0.50; H 0.22